Below is 2 unconnected molecules or ions with the total composition C3H10OS2, with properties calculated with ωB97M-V with the def2-TZVPD basis set.

charge = 0
frontier orbital gap = 9.27 eV
highest occupied orbital energy = -0.31832 Ha
molecular weight = 126.2 g mol⁻¹
SMILES = CCO.CSS
energy above the lowest of the compared OMol25 structures with the same formula, charge and spin = 16.59 kcal/mol

The geometry in XYZ format:
```
16
Properties=species:S:1:pos:R:3:nbo_charge:R:1
C -0.84222 -0.53391 3.30320 -0.76
S 0.70402 0.38026 3.51451 0.11
S 1.94985 -0.42082 2.09557 -0.18
H -1.45823 -0.15158 4.12432 0.23
H -0.74266 -1.60403 3.49125 0.22
H -1.40216 -0.42746 2.36814 0.22
H 1.47214 0.04139 0.89273 0.15
C 0.28875 -0.02066 -1.79794 -0.07
O 0.33887 0.92964 -0.75441 -0.72
C -0.47224 0.39898 -3.03061 -0.63
H 1.23624 -0.52471 -2.04473 0.16
H -0.30296 -0.87140 -1.40084 0.17
H 1.10242 1.49813 -0.82589 0.47
H -0.45318 -0.53378 -3.63099 0.21
H -1.50197 0.65734 -2.75739 0.22
H 0.08333 1.18262 -3.54693 0.20
```